[1]
This record from the OMol25 dataset describes a single C6H10O molecule. The level of theory is wB97M-V/def2-TZVPD.

Calculated values
DFT total energy = -8429.6102 eV
Gap between HOMO and LUMO = 9.9 eV
LUMO = 0.037 Eh
HOMO = -0.3250 Ha
Max |F| = 0.011 hartree/bohr
SMILES = C/C=C/CCC=O

Geometry (Å):
C (-2.29, -0.59, -0.82)
C (-1.56, 0.57, -0.21)
C (-0.33, 0.89, -0.60)
C (0.74, 1.11, 0.42)
C (0.93, -0.43, 0.76)
C (2.36, -0.74, 0.53)
O (2.77, -1.17, -0.52)
H (-2.19, -1.44, -0.12)
H (-1.81, -0.90, -1.75)
H (-3.36, -0.42, -0.98)
H (-1.88, 0.90, 0.78)
H (0.08, 0.49, -1.53)
H (1.64, 1.60, 0.01)
H (0.44, 1.70, 1.29)
H (0.35, -1.09, 0.09)
H (0.54, -0.62, 1.77)
H (3.04, -0.41, 1.34)

[2]
This record from the OMol25 dataset describes a molecular structure, C10H24AlCl8FN5NaO6. The level of theory is wB97M-V/def2-TZVPD.

Calculated values
DFT total energy = -144389.5835 eV
Gap between HOMO and LUMO = 1.5 eV
LUMO = -0.113 Eh
HOMO = -0.1671 Ha
Max |F| = 0.097 hartree/bohr

Geometry (Å):
N (2.38, -1.91, 1.96)
C (2.87, -1.91, 0.73)
N (3.18, -3.20, 0.09)
N (3.13, -0.58, 0.10)
C (2.74, -0.48, -1.34)
C (1.23, -0.86, -1.72)
C (0.17, 0.27, -1.18)
C (-0.21, 0.23, 0.35)
N (-1.08, -0.89, 0.78)
C (-1.74, -1.58, -0.31)
O (-1.43, -2.78, -0.52)
O (-2.70, -1.02, -1.17)
H (2.27, -2.89, 2.31)
H (2.54, -3.42, -0.67)
H (4.17, -3.28, -0.17)
H (4.15, -0.43, 0.12)
H (2.93, 0.60, -1.69)
H (3.49, -1.15, -1.93)
H (0.93, -1.93, -1.48)
H (1.17, -0.78, -2.87)
H (-0.74, 0.36, -1.88)
H (0.75, 1.26, -1.33)
H (0.72, 0.22, 1.02)
H (-0.74, 1.23, 0.61)
H (-0.65, -1.52, 1.46)
H (-3.09, -1.78, -1.66)
Al (4.67, 0.42, -2.95)
C (3.89, 0.14, -6.72)
O (2.97, 0.81, -6.01)
H (4.90, 0.58, -6.78)
H (4.12, -0.89, -6.40)
H (3.67, -0.02, -7.80)
F (6.65, 1.05, -5.26)
C (-3.72, 0.70, 3.14)
Cl (-4.47, 2.30, 3.25)
Cl (-1.97, 0.80, 3.39)
H (-4.15, 0.05, 3.90)
H (-3.91, 0.29, 2.15)
Cl (2.36, -4.83, 2.27)
O (-3.31, 1.69, -0.12)
H (-3.31, 2.28, 0.65)
H (-2.65, 1.01, 0.11)
C (2.82, 4.52, -3.09)
Cl (3.56, 5.75, -4.13)
Cl (3.74, 3.00, -3.22)
Cl (2.84, 5.08, -1.40)
Cl (1.14, 4.23, -3.60)
C (-5.82, -0.04, 7.48)
N (-6.48, -0.11, 6.14)
O (-7.69, -0.20, 6.12)
O (-5.74, -0.08, 5.17)
H (-6.59, -0.08, 8.25)
H (-5.15, -0.89, 7.56)
H (-5.27, 0.90, 7.52)
Cl (0.69, -3.50, 1.52)
Na (-4.21, 3.25, -0.73)

[3]
This record from the OMol25 dataset describes 2 unconnected molecules or ions with the total composition CH4IN2. The level of theory is wB97M-V/def2-TZVPD.

Calculated values
DFT total energy = -12172.4075 eV
Gap between HOMO and LUMO = 9.3 eV
Charge = +1
LUMO = -0.174 Eh
HOMO = -0.5137 Ha
Max |F| = 0.051 hartree/bohr

Geometry (Å):
C (-1.46, 0.30, -0.26)
N (-0.30, 0.88, -0.23)
N (-2.56, -0.08, -0.10)
I (2.88, -0.09, 0.17)
H (1.44, 0.73, 0.12)
H (-0.65, 1.90, -0.27)
H (3.68, 0.43, -1.20)
H (-3.50, -0.47, 0.09)

[4]
This record from the OMol25 dataset describes a molecular structure, C3H6BaO3. The level of theory is wB97M-V/def2-TZVPD.

Calculated values
DFT total energy = -10026.4837 eV
Gap between HOMO and LUMO = 10.1 eV
Charge = +2
LUMO = -0.316 Eh
HOMO = -0.6852 Ha
Max |F| = 0.140 hartree/bohr

Geometry (Å):
H (-1.51, -1.50, -0.42)
O (-2.00, -0.47, 0.20)
Ba (2.52, 0.06, -0.15)
O (-0.22, 0.96, 0.24)
C (-0.70, -0.16, 0.44)
O (-0.11, -1.16, -0.15)
C (-3.00, 0.60, -0.10)
C (-4.36, -0.02, 0.00)
H (-2.81, 1.38, 0.64)
H (-2.76, 0.96, -1.10)
H (-4.57, -0.37, 1.02)
H (-5.09, 0.76, -0.25)
H (-4.49, -0.84, -0.72)

[5]
This record from the OMol25 dataset describes a molecular structure, C20H37N2O2P3Tc. The level of theory is wB97M-V/def2-TZVPD.

Calculated values
<S²> = 3.755
DFT total energy = -58438.5757 eV
Gap between HOMO and LUMO (alpha / beta) = 8.8 / 5.4 eV
Spin multiplicity = 4
Charge = +4
LUMO (alpha / beta) = -0.386 / -0.510 Eh
HOMO (alpha / beta) = -0.7096 / -0.7094 Ha
Max |F| = 0.133 hartree/bohr

Geometry (Å):
P (4.56, -1.62, -0.13)
C (4.22, -1.33, 1.67)
H (5.20, -1.26, 2.16)
H (3.66, -2.19, 2.06)
H (3.62, -0.42, 1.86)
C (6.19, -2.43, -0.14)
H (6.41, -2.66, -1.19)
H (6.04, -3.37, 0.40)
H (6.91, -1.76, 0.33)
C (4.89, 0.15, -0.63)
H (5.86, 0.45, -0.18)
H (4.09, 0.85, -0.31)
H (4.95, 0.18, -1.73)
P (-1.31, 4.57, -0.11)
C (-1.45, 5.44, 1.48)
H (-1.73, 6.49, 1.30)
H (-0.49, 5.34, 2.00)
H (-2.21, 4.89, 2.06)
C (-0.13, 5.67, -0.98)
H (-0.01, 5.35, -2.03)
H (0.86, 5.53, -0.49)
H (-0.50, 6.71, -0.88)
C (-2.99, 4.89, -0.78)
H (-3.18, 5.97, -0.74)
H (-3.69, 4.31, -0.14)
H (-3.08, 4.48, -1.80)
P (-3.07, -3.62, -0.11)
C (-3.19, -2.98, 1.63)
H (-4.22, -3.09, 2.02)
H (-2.90, -1.92, 1.67)
H (-2.48, -3.53, 2.25)
C (-4.77, -3.27, -0.74)
H (-5.51, -3.86, -0.19)
H (-4.79, -3.53, -1.81)
H (-4.98, -2.19, -0.65)
C (-3.16, -5.44, 0.13)
H (-4.20, -5.77, 0.09)
H (-2.71, -5.68, 1.09)
H (-2.58, -5.91, -0.68)
Tc (-0.02, 0.28, -0.89)
C (1.07, 1.77, -0.17)
O (1.70, 2.69, 0.18)
C (-1.71, 0.96, 0.01)
O (-2.67, 1.39, 0.50)
C (-1.41, 0.06, -2.47)
C (-0.76, -1.16, -2.34)
C (0.63, -1.21, -2.23)
C (1.33, -0.06, -2.57)
C (0.69, 1.17, -2.65)
C (-0.70, 1.27, -2.48)
H (-2.49, 0.09, -2.52)
H (-1.33, -2.07, -2.23)
H (1.14, -2.14, -1.99)
H (2.40, -0.13, -2.69)
H (1.28, 2.06, -2.81)
H (-1.17, 2.24, -2.34)
N (0.32, -0.82, 3.32)
C (0.69, -2.08, 2.85)
C (0.68, -1.99, 1.48)
N (0.28, -0.69, 1.13)
C (0.09, 0.00, 2.26)
H (0.24, -0.53, 4.30)
H (0.90, -2.91, 3.51)
H (0.92, -2.74, 0.74)
H (-0.20, 1.04, 2.39)

[6]
This record from the OMol25 dataset describes a molecular structure, H8Li4O5. The level of theory is wB97M-V/def2-TZVPD.

Calculated values
DFT total energy = -11170.7991 eV
Gap between HOMO and LUMO = 5.0 eV
Charge = +2
LUMO = -0.268 Eh
HOMO = -0.4513 Ha
Max |F| = 0.040 hartree/bohr

Geometry (Å):
Li (1.57, -1.92, 0.63)
Li (-0.17, -0.82, -3.86)
Li (-3.15, -0.14, 1.48)
Li (-4.25, -2.39, -2.14)
O (-5.83, -0.67, -0.15)
H (-6.20, -1.46, 0.30)
O (-1.09, -1.03, -0.81)
H (-0.63, -0.18, -0.67)
O (3.50, 0.63, 1.36)
H (4.41, 0.52, 1.09)
H (3.30, 1.54, 1.16)
O (-1.08, 1.98, 3.73)
H (-0.61, 1.78, 4.54)
H (-0.56, 2.68, 3.33)
O (3.26, -0.32, -3.18)
H (3.93, -0.79, -3.69)
H (3.60, 0.58, -3.13)

[7]
This record from the OMol25 dataset describes 2 unconnected molecules or ions with the total composition C3H7BrN2O. The level of theory is wB97M-V/def2-TZVPD.

Calculated values
DFT total energy = -78288.3838 eV
Gap between HOMO and LUMO (alpha / beta) = 8.9 / 7.4 eV
LUMO (alpha / beta) = 0.022 / -0.013 Eh
HOMO (alpha / beta) = -0.3045 / -0.2864 Ha
Max |F| = 0.077 hartree/bohr

Geometry (Å):
C (1.60, 0.83, 0.95)
C (1.57, 0.61, -0.54)
C (0.55, -0.22, -1.12)
N (-2.33, -0.62, 0.69)
N (-2.25, 0.47, -0.12)
O (2.56, -0.02, 0.30)
Br (0.08, -1.88, -0.24)
H (2.13, 1.64, 1.26)
H (1.03, 0.23, 1.70)
H (1.83, 1.24, -1.33)
H (0.37, -0.51, -2.20)
H (-2.69, -1.53, 0.24)
H (-1.57, -0.81, 1.32)
H (-2.88, 0.58, -0.89)

[8]
This record from the OMol25 dataset describes a molecular structure, C11H14S. The level of theory is wB97M-V/def2-TZVPD.

Calculated values
DFT total energy = -22467.6598 eV
Gap between HOMO and LUMO = 9.0 eV
LUMO = 0.030 Eh
HOMO = -0.3018 Ha
Max |F| = 0.079 hartree/bohr

Geometry (Å):
C (3.20, -0.72, 0.46)
C (2.37, -0.61, 1.57)
C (2.70, -0.43, -0.80)
C (1.06, -0.23, 1.41)
C (1.38, -0.04, -0.95)
C (0.54, 0.06, 0.15)
C (-0.22, 2.86, 0.46)
C (-1.14, 1.93, 0.31)
C (-1.60, 0.27, -1.77)
C (-1.50, -2.18, 0.58)
C (-0.88, 0.50, 0.06)
S (-2.00, -0.51, 1.07)
H (4.23, -1.02, 0.58)
H (2.75, -0.84, 2.55)
H (3.33, -0.52, -1.67)
H (0.41, -0.15, 2.28)
H (1.00, 0.19, -1.94)
H (-0.48, 3.89, 0.64)
H (0.84, 2.64, 0.41)
H (-2.19, 2.18, 0.38)
H (-1.28, 1.14, -2.31)
H (-2.67, 0.24, -1.61)
H (-1.19, -0.65, -2.15)
H (-1.50, -2.26, -0.50)
H (-2.24, -2.86, 1.00)
H (-0.51, -2.41, 0.97)

Question: What is the max |F| in the eighth record?
Answer: 0.079 hartree/bohr

Please write out number 5 again, unchanged.
This record from the OMol25 dataset describes a molecular structure, C20H37N2O2P3Tc. The level of theory is wB97M-V/def2-TZVPD.

Calculated values
<S²> = 3.755
DFT total energy = -58438.5757 eV
Gap between HOMO and LUMO (alpha / beta) = 8.8 / 5.4 eV
Spin multiplicity = 4
Charge = +4
LUMO (alpha / beta) = -0.386 / -0.510 Eh
HOMO (alpha / beta) = -0.7096 / -0.7094 Ha
Max |F| = 0.133 hartree/bohr

Geometry (Å):
P (4.56, -1.62, -0.13)
C (4.22, -1.33, 1.67)
H (5.20, -1.26, 2.16)
H (3.66, -2.19, 2.06)
H (3.62, -0.42, 1.86)
C (6.19, -2.43, -0.14)
H (6.41, -2.66, -1.19)
H (6.04, -3.37, 0.40)
H (6.91, -1.76, 0.33)
C (4.89, 0.15, -0.63)
H (5.86, 0.45, -0.18)
H (4.09, 0.85, -0.31)
H (4.95, 0.18, -1.73)
P (-1.31, 4.57, -0.11)
C (-1.45, 5.44, 1.48)
H (-1.73, 6.49, 1.30)
H (-0.49, 5.34, 2.00)
H (-2.21, 4.89, 2.06)
C (-0.13, 5.67, -0.98)
H (-0.01, 5.35, -2.03)
H (0.86, 5.53, -0.49)
H (-0.50, 6.71, -0.88)
C (-2.99, 4.89, -0.78)
H (-3.18, 5.97, -0.74)
H (-3.69, 4.31, -0.14)
H (-3.08, 4.48, -1.80)
P (-3.07, -3.62, -0.11)
C (-3.19, -2.98, 1.63)
H (-4.22, -3.09, 2.02)
H (-2.90, -1.92, 1.67)
H (-2.48, -3.53, 2.25)
C (-4.77, -3.27, -0.74)
H (-5.51, -3.86, -0.19)
H (-4.79, -3.53, -1.81)
H (-4.98, -2.19, -0.65)
C (-3.16, -5.44, 0.13)
H (-4.20, -5.77, 0.09)
H (-2.71, -5.68, 1.09)
H (-2.58, -5.91, -0.68)
Tc (-0.02, 0.28, -0.89)
C (1.07, 1.77, -0.17)
O (1.70, 2.69, 0.18)
C (-1.71, 0.96, 0.01)
O (-2.67, 1.39, 0.50)
C (-1.41, 0.06, -2.47)
C (-0.76, -1.16, -2.34)
C (0.63, -1.21, -2.23)
C (1.33, -0.06, -2.57)
C (0.69, 1.17, -2.65)
C (-0.70, 1.27, -2.48)
H (-2.49, 0.09, -2.52)
H (-1.33, -2.07, -2.23)
H (1.14, -2.14, -1.99)
H (2.40, -0.13, -2.69)
H (1.28, 2.06, -2.81)
H (-1.17, 2.24, -2.34)
N (0.32, -0.82, 3.32)
C (0.69, -2.08, 2.85)
C (0.68, -1.99, 1.48)
N (0.28, -0.69, 1.13)
C (0.09, 0.00, 2.26)
H (0.24, -0.53, 4.30)
H (0.90, -2.91, 3.51)
H (0.92, -2.74, 0.74)
H (-0.20, 1.04, 2.39)

Question: Among the records above, which one has the lowest DFT total energy?
Answer: C10H24AlCl8FN5NaO6

Question: Which value of DFT total energy does entry 6 give?
Answer: -11170.7991 eV